(1)
Entry from OMol25: a single C7H9ClN2O molecule at a distorted geometry (ωB97M-V/def2-TZVPD).

Geometry as XYZ:
```
20
Properties=species:S:1:pos:R:3:forces:R:3
C -1.457 1.876 -0.873 0.69 -1.17 -0.36
C -2.139 0.631 -0.443 2.76 2.27 -0.09
C -0.131 2.050 -0.951 1.15 -0.75 2.64
C -1.629 -0.368 0.265 -1.60 0.55 -1.11
C 1.685 -0.040 -0.728 1.91 0.20 -0.18
C 0.677 0.308 0.309 -2.03 4.14 -1.96
C 0.236 -1.785 1.178 -2.98 -2.17 -1.29
N -0.384 -0.574 0.570 5.34 -1.07 0.74
N 2.785 0.776 -0.847 2.22 0.07 -0.40
O 1.599 -0.999 -1.446 -0.91 -1.43 -0.20
Cl 1.163 1.162 1.827 0.34 -0.30 -0.61
H -2.184 2.588 -1.244 0.33 0.53 -0.13
H -3.129 0.624 -0.628 -3.19 -0.11 -0.40
H 0.623 2.952 -0.939 -1.79 -2.07 -0.21
H -2.352 -1.058 0.571 -0.58 -1.50 0.61
H 0.169 -2.715 0.457 0.06 1.88 1.21
H 1.274 -1.620 1.357 0.46 0.22 0.46
H -0.368 -2.018 2.073 0.75 -0.09 -0.09
H 2.679 1.716 -0.540 0.35 0.42 0.39
H 3.750 0.509 -1.291 -3.29 0.40 1.00
```
Forces are in eV/Å.

Calculated values
Molar mass: 172.62 g/mol
Energy above the lowest of the compared OMol25 structures with the same formula, charge and spin: 82.17 kcal/mol
HOMO: -7.874 eV
Total charge: 0
E_tot: -24950.5614 eV

(2)
Entry from OMol25: a single CH5NP2 molecule at a distorted geometry (ωB97M-V/def2-TZVPD).

Geometry as XYZ:
```
9
Properties=species:S:1:pos:R:3:forces:R:3
H -0.950 -2.664 1.387 -0.22 -0.20 0.28
P -1.417 -1.357 1.740 0.26 -0.02 -0.31
N -0.251 -0.593 1.038 -0.37 -0.54 0.55
P 0.251 0.967 0.790 0.92 -0.38 -2.47
C 0.769 0.557 -1.134 -0.52 1.12 2.24
H -0.965 1.617 0.474 -0.14 0.17 -0.01
H -0.140 0.315 -1.667 -0.09 -0.09 -0.11
H 1.451 -0.281 -1.089 0.09 -0.11 0.06
H 1.251 1.439 -1.539 0.07 0.06 -0.23
```
Forces are in eV/Å.

Calculated values
Molar mass: 93.01 g/mol
Energy above the lowest of the compared OMol25 structures with the same formula, charge and spin: 7.90 kcal/mol
SMILES string: [H]/P=N/PC
HOMO: -8.767 eV
Total charge: 0
E_tot: -21184.0983 eV

(3)
Entry from OMol25: a gas-phase ion, C2H3N2OS (charge -1) at a distorted geometry (ωB97M-V/def2-TZVPD).

Geometry as XYZ:
```
9
Properties=species:S:1:pos:R:3:forces:R:3
O 0.882 -1.214 -2.078 0.30 1.35 1.30
N 1.027 -0.372 -1.183 -0.95 -2.11 -1.09
C 0.200 -0.626 0.009 0.37 1.11 1.31
C -0.814 0.515 0.115 -0.91 0.41 -0.93
N -0.596 1.597 0.744 -1.23 -0.09 0.22
S 0.657 1.842 1.814 0.75 0.22 0.14
H 0.901 -0.668 0.887 -0.49 0.89 -0.65
H -0.386 -1.495 0.131 -0.34 -1.75 -1.15
H -1.871 0.422 -0.439 2.50 -0.02 0.84
```
Forces are in eV/Å.

Calculated values
Molar mass: 103.13 g/mol
Energy above the lowest of the compared OMol25 structures with the same formula, charge and spin: 58.84 kcal/mol
SMILES string: O=NC/C=N\[S-]
HOMO: -2.487 eV
Total charge: -1
E_tot: -17982.9294 eV

(4)
Entry from OMol25: 8 unconnected molecules or ions with the total composition H16O8 at a distorted geometry (ωB97M-V/def2-TZVPD).

Geometry as XYZ:
```
24
Properties=species:S:1:pos:R:3:forces:R:3
O 0.315 -2.047 -1.734 2.19 -1.37 3.86
H 0.503 -1.235 -2.178 0.37 0.76 -0.42
H 1.081 -2.097 -0.881 -2.79 0.05 -3.65
O 2.148 -1.947 0.295 -1.32 2.36 0.64
H 3.076 -1.938 0.464 1.11 -0.35 -0.01
H 1.875 -0.964 0.468 0.35 -1.99 -0.20
O 1.318 2.373 2.329 2.73 3.37 -4.62
H 1.196 1.875 1.502 0.35 0.35 0.00
H 0.907 1.869 2.907 -2.98 -3.56 4.74
O -2.231 -1.639 2.775 1.02 1.82 -0.46
H -2.166 -0.787 2.270 -0.97 -1.20 0.21
H -1.287 -1.619 2.991 -0.06 -0.94 0.49
O 0.905 0.480 0.318 3.12 1.54 4.22
H 0.847 0.334 -0.556 0.01 -0.36 -5.68
H 0.085 0.212 0.602 -3.34 -1.18 1.38
O -1.897 -0.351 0.283 1.42 0.46 0.60
H -2.253 -1.025 -0.294 -0.50 0.00 -0.25
H -2.431 0.423 0.431 -1.06 -0.26 -0.12
O -1.775 1.812 -1.722 -0.07 2.17 0.39
H -1.825 2.795 -1.448 0.06 -2.64 -0.36
H -1.945 1.239 -0.955 0.38 0.61 -0.52
O 1.091 0.518 -2.386 1.93 -1.32 0.94
H 2.007 0.650 -2.690 -0.94 0.27 -0.16
H 0.458 1.063 -2.793 -0.99 1.42 -1.04
```
Forces are in eV/Å.

Calculated values
Molar mass: 144.12 g/mol
Energy above the lowest of the compared OMol25 structures with the same formula, charge and spin: 81.52 kcal/mol
SMILES string: O.O.O.O.O.O.O.O
HOMO: -10.047 eV
Total charge: 0
E_tot: -16638.4757 eV